Entry from the OMol25 dataset: a structure of composition C28H49IN4OPRh at a distorted geometry (ωB97M-V/def2-TZVPD).

Calculated values
LUMO (alpha / beta) (eV): -4.78 / -7.37
Frontier orbital gap (alpha / beta) (eV): 9.3 / 7.5

ORCA input file:
```
! RIJCOSX wB97M-V def2-TZVPD def2/J DEFGRID3
* xyz 2 5
Rh -1.260 0.632 -1.118
O 0.564 1.036 -0.558
P 1.617 0.782 0.600
C 2.627 2.294 0.920
C 1.704 3.504 1.343
C 2.347 4.857 0.969
C 2.611 5.041 -0.557
C 2.772 3.646 -1.193
C 3.547 2.715 -0.238
C 0.698 0.281 2.026
C -0.580 1.062 2.368
C -0.567 2.192 3.398
C 0.285 1.792 4.593
C 1.696 1.300 4.189
C 1.622 0.081 3.319
C 2.865 -0.542 0.292
C 2.478 -1.993 0.612
C 1.506 -2.635 -0.358
C 2.098 -2.626 -1.797
C 3.451 -1.915 -1.863
C 3.478 -0.543 -1.174
H 3.249 1.970 1.774
H 1.620 3.482 2.446
H 0.707 3.464 0.875
H 3.265 4.919 1.547
H 1.612 5.623 1.261
H 3.539 5.622 -0.650
H 1.818 5.633 -1.038
H 3.241 3.764 -2.160
H 1.739 3.229 -1.338
H 4.389 3.273 0.179
H 3.999 1.886 -0.714
H 0.380 -0.727 1.704
H -1.282 0.310 2.803
H -1.037 1.381 1.441
H -1.604 2.309 3.735
H -0.193 3.123 2.961
H -0.192 0.975 5.136
H 0.375 2.636 5.271
H 2.279 1.122 5.100
H 2.233 2.066 3.611
H 1.171 -0.781 3.846
H 2.648 -0.145 2.995
H 3.670 -0.282 1.013
H 2.064 -2.039 1.622
H 3.406 -2.529 0.657
H 0.587 -2.078 -0.345
H 1.271 -3.591 -0.033
H 1.371 -2.070 -2.419
H 2.122 -3.663 -2.200
H 3.779 -1.785 -2.931
H 4.238 -2.487 -1.415
H 2.913 0.195 -1.743
H 4.500 -0.202 -1.116
I -1.682 3.317 -1.869
C -0.112 3.241 -3.187
H 0.044 4.110 -3.786
H 0.686 2.595 -2.916
N -4.470 1.177 -1.436
C -5.544 1.621 -0.770
C -5.346 1.399 0.544
C -4.079 0.815 0.642
N -3.515 0.725 -0.558
H -4.302 1.333 -2.440
H -6.425 2.052 -1.309
H -6.108 1.587 1.286
H -3.526 0.471 1.556
N -1.589 -1.320 -1.961
C -1.746 -2.466 -1.856
N -2.034 -3.699 -1.722
C -1.949 -4.600 -2.888
C -3.037 -5.682 -2.746
C -4.338 -4.992 -2.291
C -4.229 -4.455 -0.840
C -2.760 -4.166 -0.477
H -0.932 -4.959 -2.988
H -2.232 -4.032 -3.740
H -2.689 -6.506 -2.072
H -3.295 -6.074 -3.722
H -5.181 -5.725 -2.329
H -4.575 -4.195 -2.993
H -4.696 -5.125 -0.078
H -4.828 -3.556 -0.794
H -2.294 -5.109 -0.151
H -2.656 -3.342 0.245
*
```

These are the Löwdin partial charges, in e, on atoms 1 to 5: Rh 0.903; O -0.559; P 0.922; C -0.311; C -0.183